Entry from the Open Molecules 2025 dataset: C31H45BrN2P2Sr as an isolated structure (ωB97M-V/def2-TZVPD).

## Properties
LUMO level	-0.2698	hartree
HOMO-LUMO gap	4.24	eV
HOMO energy	-0.426	hartree
ΔE to the lowest compared entry with this formula, charge and spin	0.0	kcal/mol
calculated total energy	-125298.5984	eV

Geometry as ORCA input:
```
! RIJCOSX wB97M-V def2-TZVPD def2/J DEFGRID3
* xyz 2 1
C -1.9984 6.1657 -2.5825
C -2.1479 4.8231 -2.9807
C -2.5859 4.5597 -4.2911
C -2.7541 5.6384 -5.1780
N -2.5668 6.9021 -4.7920
C -2.2156 7.1775 -3.5352
C -1.7211 3.7083 -2.1351
C -0.8336 2.9138 -1.7448
C 0.1975 2.0150 -1.3414
C 1.0454 2.3238 -0.2528
C 1.9355 1.3767 0.2239
C 1.9411 0.0775 -0.3334
C 1.2903 -0.1508 -1.5707
C 0.3706 0.7904 -2.0399
Sr -2.7814 1.7241 -0.9459
P 2.9872 -1.2063 0.4383
H -2.7468 3.5403 -4.6511
H -1.6798 6.4264 -1.5749
H -3.0464 5.4417 -6.2140
H -2.0796 8.2299 -3.2740
H -0.1544 0.6420 -2.9902
H 0.9832 3.3229 0.1819
H 1.4979 -1.0403 -2.1787
H 2.6164 1.6235 1.0453
C 2.1005 -2.0134 1.7896
C 2.3198 -3.5171 1.9400
H 1.0353 -1.7718 1.6320
H 2.4095 -1.4957 2.7117
H 1.8134 -3.8635 2.8491
H 1.8983 -4.0851 1.1016
H 3.3830 -3.7762 2.0332
C 3.4986 -2.2918 -0.8881
C 4.3516 -1.6102 -1.9660
H 2.5770 -2.7139 -1.3195
H 4.0432 -3.1231 -0.4156
H 4.5620 -2.3363 -2.7621
H 3.8367 -0.7575 -2.4254
H 5.3121 -1.2617 -1.5642
C 4.3838 -0.3649 1.1967
C 5.5819 -1.2722 1.4530
H 4.0032 0.0561 2.1397
H 4.6484 0.4857 0.5527
H 6.3781 -0.6835 1.9200
H 5.3390 -2.0957 2.1368
H 5.9836 -1.7009 0.5272
Br -0.8626 -0.1890 0.8223
P -3.1437 -2.4171 -1.7139
C -1.3403 -2.7910 -1.7842
C -1.0012 -4.2834 -1.7123
H -0.8733 -2.2326 -0.9580
H -0.9437 -2.3641 -2.7166
H 0.0884 -4.4217 -1.7401
H -1.3762 -4.7563 -0.7957
H -1.4134 -4.8318 -2.5681
C -3.4574 -2.4004 0.0974
C -4.7643 -3.1101 0.4631
H -3.4486 -1.3704 0.4826
H -2.6036 -2.9042 0.5678
H -4.9215 -3.0654 1.5461
H -5.6262 -2.6398 -0.0224
H -4.7316 -4.1662 0.1711
C -3.0771 -0.6997 -2.3278
C -2.9894 -0.6973 -3.8551
H -2.1226 -0.2941 -1.8866
H -4.0225 -0.2033 -2.0023
H -3.1073 0.3199 -4.2475
H -2.0248 -1.0794 -4.2100
H -3.7824 -1.3121 -4.3018
N -0.6279 2.1195 3.1899
C -0.4252 1.4699 4.3821
C 0.6742 0.5911 4.5227
C 0.9950 0.0537 5.7639
C 0.1857 0.3178 6.8777
C -0.9522 1.1326 6.7362
C -1.2434 1.7291 5.5104
H -0.5006 1.5561 2.3346
H -1.4360 2.7366 3.1399
H 1.2741 0.3853 3.6361
H 1.8745 -0.5847 5.8579
H 0.4230 -0.1314 7.8454
H -1.6135 1.3035 7.5867
H -2.0946 2.3973 5.3833
*
```